No. 1
{"formula": "C19H26N2O2", "method": "wB97M-V/def2-TZVPD", "species": ["C", "C", "C", "C", "C", "C", "C", "H", "H", "C", "O", "N", "C", "H", "C", "H", "H", "C", "C", "O", "N", "H", "C", "C", "H", "H", "C", "H", "H", "C", "H", "H", "C", "H", "H", "H", "C", "C", "H", "H", "H", "H", "H", "H", "H", "H", "H", "H", "H"], "coordinates": [[6.175, 2.939, -0.208], [5.217, 1.797, -0.054], [4.077, 1.933, 0.730], [3.194, 0.883, 0.888], [3.437, -0.336, 0.264], [4.588, -0.486, -0.500], [5.460, 0.573, -0.664], [6.347, 0.446, -1.270], [4.791, -1.440, -0.964], [2.545, -1.515, 0.476], [2.966, -2.555, 0.957], [1.247, -1.370, 0.125], [0.693, -0.237, -0.587], [1.497, 0.284, -1.111], [-0.358, -0.714, -1.585], [-0.715, 0.148, -2.151], [0.100, -1.419, -2.280], [-1.543, -1.371, -0.865], [-2.635, -0.337, -0.570], [-2.436, 0.858, -0.604], [-3.820, -0.901, -0.249], [-3.876, -1.906, -0.236], [-5.015, -0.168, 0.140], [-5.467, 0.858, -0.925], [-4.842, 0.795, -1.813], [-6.498, 0.655, -1.216], [-5.359, 2.226, -0.250], [-6.057, 2.950, -0.666], [-4.343, 2.603, -0.364], [-5.623, 1.918, 1.220], [-6.686, 1.727, 1.381], [-5.310, 2.723, 1.882], [-4.817, 0.642, 1.437], [-3.762, 0.895, 1.533], [-5.126, 0.084, 2.320], [-5.794, -0.922, 0.283], [-1.084, -1.986, 0.471], [0.348, -2.486, 0.360], [0.431, -3.219, -0.454], [0.670, -2.979, 1.281], [-1.135, -1.234, 1.260], [-1.735, -2.813, 0.757], [-1.964, -2.153, -1.506], [0.223, 0.470, 0.106], [2.319, 1.004, 1.509], [3.881, 2.875, 1.222], [6.863, 2.963, 0.638], [5.645, 3.888, -0.236], [6.763, 2.834, -1.118]], "nbo_charge": [-0.628, -0.006, -0.235, -0.128, -0.156, -0.162, -0.217, 0.210, 0.222, 0.664, -0.625, -0.434, -0.218, 0.227, -0.414, 0.243, 0.208, -0.304, 0.693, -0.645, -0.615, 0.395, -0.044, -0.413, 0.223, 0.202, -0.406, 0.206, 0.222, -0.398, 0.190, 0.213, -0.415, 0.220, 0.207, 0.202, -0.406, -0.217, 0.187, 0.238, 0.212, 0.216, 0.214, 0.198, 0.206, 0.209, 0.222, 0.217, 0.216], "smiles": "Cc1ccc(C(=O)N2CCC(C(=O)NC3CCCC3)CC2)cc1", "energy_ha": -999.6445, "multiplicity": 1, "homo_ev": -8.91, "orbital_gap_ev": 9.54}


No. 2
{"formula": "C5H12N2O", "method": "wB97M-V/def2-TZVPD", "species": ["C", "N", "C", "C", "C", "N", "C", "O", "H", "H", "H", "H", "H", "H", "H", "H", "H", "H", "H", "H"], "coordinates": [[0.486, -1.325, -1.818], [-0.322, -0.383, -1.239], [-2.123, -0.893, 0.376], [-0.679, -0.421, 0.174], [-0.425, 0.954, 0.770], [0.980, 1.271, 0.864], [1.286, 2.414, 1.735], [1.077, -2.175, -1.198], [0.524, -1.171, -2.908], [-0.966, 0.041, -1.891], [-2.889, -0.132, 0.223], [-2.229, -1.714, -0.339], [-2.315, -1.330, 1.355], [-0.060, -1.154, 0.672], [-0.902, 1.034, 1.747], [-0.950, 1.682, 0.119], [1.411, 1.453, -0.044], [0.968, 3.399, 1.380], [0.796, 2.214, 2.686], [2.357, 2.383, 1.912]], "nbo_charge": [0.533, -0.628, -0.621, -0.078, -0.209, -0.624, -0.411, -0.598, 0.105, 0.386, 0.203, 0.218, 0.220, 0.241, 0.195, 0.151, 0.359, 0.165, 0.188, 0.203], "smiles": "CNC[C@@H](C)NC=O", "energy_ha": -382.4578, "multiplicity": 1, "homo_ev": -8.81, "orbital_gap_ev": 9.69}


No. 3
{"formula": "C5H12NO", "method": "wB97M-V/def2-TZVPD", "species": ["C", "C", "C", "C", "C", "N", "O", "H", "H", "H", "H", "H", "H", "H", "H", "H", "H", "H", "H"], "coordinates": [[1.599, 0.076, -0.142], [0.880, 1.321, 0.365], [0.874, -1.149, 0.406], [-0.568, 1.308, -0.091], [-0.578, -1.130, -0.020], [-2.573, -0.012, 0.074], [-1.246, 0.103, 0.394], [1.600, 0.060, -1.232], [2.635, 0.079, 0.190], [0.922, 1.357, 1.455], [1.347, 2.228, -0.016], [1.320, -2.071, 0.033], [0.943, -1.166, 1.495], [-1.117, 2.162, 0.312], [-0.650, 1.301, -1.190], [-0.703, -1.176, -1.120], [-1.162, -1.941, 0.426], [-2.339, -0.241, -1.937], [-3.027, 0.903, 0.071]], "nbo_charge": [-0.403, -0.444, -0.448, -0.083, -0.070, -0.229, -0.200, 0.213, 0.249, 0.232, 0.261, 0.262, 0.233, 0.237, 0.219, 0.213, 0.256, 0.140, 0.359], "energy_ha": -327.2134, "multiplicity": 1, "charge": 1, "homo_ev": [-15.39, -15.89], "orbital_gap_ev": [9.57, 10.55]}


Which value of multiplicity does entry 3 give? 1